Entry 1:
Computed, not measured: H2INS as an isolated structure in a non-equilibrium geometry, with wB97M-V/def2-TZVPD.

Element x y z (Å)
N  0.46464  -0.19272  0.30910
S  -0.73147  -0.51159  -0.94178
I  0.75651  1.78575  0.69449
H  1.31774  -0.77985  -0.00336
H  -1.80742  -0.30160  -0.05846

Computed properties:
frontier orbital gap = 8.3 eV
HOMO = -0.3242 Eh
energy relative to the best compared isomer or geometry (same formula, charge and spin) = 33.1 kcal per mole
strongest force on any atom = 2.5 eV/A



Entry 2:
Computed, not measured: a 2-piece molecular cluster, CH2N2S4 overall in a non-equilibrium geometry, with wB97M-V/def2-TZVPD.

Element x y z (Å)
C  1.31216  0.11871  -0.67735
N  -2.06255  0.49364  1.18003
N  -1.48409  1.33645  1.66530
S  1.02813  -0.52507  0.81983
S  -0.60800  2.37426  2.31259
S  -0.08210  -2.38610  -1.53762
S  0.81119  -0.59318  -2.16187
H  2.03463  0.96456  -0.88351
H  -0.94937  -1.78326  -0.71740

Computed properties:
frontier orbital gap = 8.2 eV
HOMO = -0.3232 Eh
energy relative to the best compared isomer or geometry (same formula, charge and spin) = 4.0 kcal per mole
SMILES = N#[N+][S-].S=CSS
strongest force on any atom = 5.0 eV/A



Entry 3:
Computed, not measured: an isolated ion of composition C5H11NOS and charge -2 in a non-equilibrium geometry, with wB97M-V/def2-TZVPD.

Element x y z (Å)
C  0.10354  1.42704  0.33663
N  -0.58820  0.28809  -0.24856
C  -0.24425  -1.05671  0.27101
C  -0.46916  -2.07366  -0.85915
S  -2.07780  -3.04034  -0.86744
C  1.28917  -1.28214  0.72158
O  1.96669  -0.21346  1.25210
C  -0.33402  2.72567  -0.36684
H  1.16825  1.38510  0.21738
H  -0.00877  1.45764  1.42416
H  -1.55262  0.43712  -0.07785
H  -0.72925  -1.24610  1.23714
H  -0.57472  -1.47389  -1.76632
H  0.37770  -2.76836  -0.99774
H  1.94124  -1.71349  -0.06173
H  1.24712  -2.10032  1.48625
H  -1.12198  2.54280  -1.08723
H  -0.80908  3.42192  0.32871
H  0.41615  3.28309  -0.94209

Computed properties:
frontier orbital gap = 5.2 eV
net charge = -2
HOMO = 0.0338 Eh
energy relative to the best compared isomer or geometry (same formula, charge and spin) = 32.6 kcal per mole
SMILES = CCN[C@H](C[O-])C[S-]
strongest force on any atom = 2.1 eV/A



Entry 4:
Computed, not measured: an isolated ion of composition C5H12N5 and charge +1 in a non-equilibrium geometry, with wB97M-V/def2-TZVPD.

Element x y z (Å)
C  1.42655  -1.63760  -0.14178
C  -0.38690  -0.83703  1.24990
C  0.83265  -0.89116  -1.28938
C  -1.05354  0.07712  0.25417
C  0.35028  2.21077  -0.04140
N  -0.20318  -1.10145  -2.08998
N  -1.39333  -0.97929  -1.86493
N  1.10250  -0.89577  1.07922
N  -1.88759  -0.44488  -0.69489
N  -0.92800  1.56819  0.47669
H  1.05874  -2.65096  -0.03978
H  2.61836  -1.60076  -0.16396
H  -0.55728  -0.39130  2.22181
H  -0.95213  -1.75667  1.17399
H  1.50183  -0.13265  -1.67585
H  0.42020  2.25225  -1.13128
H  0.58695  3.29155  0.32250
H  1.17153  1.50795  0.28536
H  1.65982  -1.41193  1.75210
H  -2.76140  -0.00923  -0.93924
H  -1.55792  2.08962  -0.23364
H  -1.04817  1.74324  1.49036

Computed properties:
frontier orbital gap (spin up / spin down) = 8.0 / 8.0 eV
net charge = +1
HOMO (spin up / spin down) = -0.4450 / -0.4449 Eh
energy relative to the best compared isomer or geometry (same formula, charge and spin) = 163.4 kcal per mole
strongest force on any atom = 3.3 eV/A



Entry 5:
Computed, not measured: C16H15F6N7O9S3V as an isolated structure, with wB97M-V/def2-TZVPD.

Element x y z (Å)
V  0.43204  0.09096  0.07220
N  1.23783  -1.40872  -1.23592
C  1.86411  -0.70421  -2.38057
C  2.48012  0.60073  -1.85965
O  3.61855  0.90728  -2.19464
N  1.67584  1.26940  -0.99106
C  2.38174  1.68335  0.25062
C  1.48544  0.17642  2.17870
O  2.31542  -0.13001  3.35899
O  0.64423  -0.83066  1.82606
H  1.94952  -1.80992  -0.62807
H  0.63428  -2.16067  -1.55276
H  1.08287  -0.49157  -3.10781
H  2.64747  -1.28961  -2.86115
H  1.90876  2.57286  0.68034
H  3.43960  1.89231  0.06430
F  -4.26950  -0.95858  -2.67972
C  -3.80194  -0.81313  -1.44731
F  -4.22223  0.34296  -0.94266
F  -4.26110  -1.80760  -0.68897
S  -1.95531  -0.89120  -1.44348
O  -1.61682  -0.64984  -0.04106
O  -1.63440  -2.18214  -1.97382
N  -1.37769  0.24184  -2.33364
S  -1.90684  1.72588  -2.50606
O  -1.75904  2.51364  -1.31532
O  -3.14831  1.78280  -3.21700
C  -0.61715  2.38909  -3.69805
F  0.23475  1.45831  -4.11540
F  0.06022  3.36924  -3.11808
F  -1.24838  2.88444  -4.76622
N  7.04329  2.72507  0.03753
C  6.27622  1.84890  0.81248
C  5.94810  2.15779  2.13113
C  5.17354  1.28710  2.88280
C  4.73198  0.10152  2.32248
C  5.07693  -0.22680  1.01795
C  5.84950  0.63485  0.26986
S  3.65173  -0.95501  3.22407
O  4.13514  -1.03816  4.57017
O  3.44967  -2.14690  2.46025
N  2.18888  0.44010  0.98221
C  0.60156  1.35816  2.58322
N  0.62191  2.01265  3.72593
C  -0.29203  2.97557  3.86232
C  -1.20807  3.29171  2.87974
C  -1.12814  2.57284  1.69429
N  -0.22369  1.61814  1.55030
H  6.97238  3.69002  0.32051
H  6.87910  2.62610  -0.95311
H  6.28507  3.09380  2.56220
H  4.89976  1.53750  3.89976
H  4.69962  -1.14317  0.58827
H  6.06733  0.40109  -0.76487
H  -0.28165  3.51116  4.80631
H  -1.94573  4.06942  3.01160
H  -1.77756  2.76478  0.85114

Computed properties:
frontier orbital gap (spin up / spin down) = 7.9 / 8.2 eV
net charge = -1
HOMO (spin up / spin down) = -0.1935 / -0.2075 Eh
energy relative to the best compared isomer or geometry (same formula, charge and spin) = 65.6 kcal per mole
spin multiplicity = 3
strongest force on any atom = 0.6 eV/A



Entry 6:
Computed, not measured: the molecule C5H6N2O2 in a non-equilibrium geometry, with wB97M-V/def2-TZVPD.

Element x y z (Å)
C  -0.56949  1.46591  -0.05119
C  -1.09505  0.21798  -0.13396
C  1.02429  -0.06221  -0.07195
C  -2.51282  -0.17672  -0.05922
C  2.35718  -0.73773  -0.06993
N  0.80422  1.28032  0.03049
N  -0.10392  -0.68011  -0.11428
O  -2.83911  -1.52106  0.09465
O  -3.42060  0.63980  -0.05580
H  -1.19846  2.25395  0.13705
H  3.13244  -0.21809  0.47800
H  2.18259  -1.59590  0.61115
H  2.75019  -0.74464  -1.03726
H  1.43867  2.08793  0.18068
H  -1.95011  -2.20943  0.06158

Computed properties:
frontier orbital gap = 9.8 eV
HOMO = -0.3416 Eh
energy relative to the best compared isomer or geometry (same formula, charge and spin) = 12.1 kcal per mole
SMILES = Cc1nc(C(=O)O)c[nH]1
strongest force on any atom = 4.7 eV/A



Entry 7:
Computed, not measured: a 2-piece molecular cluster, C2H2N2O2S overall in a non-equilibrium geometry, with wB97M-V/def2-TZVPD.

Element x y z (Å)
C  -0.37882  0.96176  -1.27136
C  -0.08929  -0.03086  -0.14531
N  -0.02631  0.95434  0.85571
N  0.01504  -1.28527  -0.12925
O  -0.04428  -2.36462  -0.66101
O  0.92900  -1.53707  1.91079
S  -0.32012  2.20526  -0.17764
H  -0.71366  0.93541  -2.36132
H  1.42077  -0.65368  2.03696

Computed properties:
frontier orbital gap (spin up / spin down) = 6.8 / 6.8 eV
HOMO (spin up / spin down) = -0.3394 / -0.3395 Eh
energy relative to the best compared isomer or geometry (same formula, charge and spin) = 206.3 kcal per mole
strongest force on any atom = 4.2 eV/A



> Among the records above, which one has the highest strongest force on any atom?

CH2N2S4



> The lowest strongest force on any atom belongs to which entry?

C16H15F6N7O9S3V



> Look up the strongest force on any atom of the sixth one.

4.7 eV/A



> Look up the energy relative to the best compared isomer or geometry (same formula, charge and spin) of the fourth one.

163.4 kcal per mole